# 1
{"formula": "CH4N2", "method": "ωB97M-V/def2-TZVPD", "total_charge": -1, "s2": 0.7648, "total_energy_ha": -149.85797, "multiplicity": 2, "elements": ["N", "C", "N", "H", "H", "H", "H"], "positions_angstrom": [[1.28617, -0.03015, -0.00936], [0.07078, 0.30787, -0.11917], [-0.99332, -0.03321, 0.58046], [-1.31558, -0.32682, -1.26294], [1.67503, -0.94670, -0.03840], [-0.04503, 1.23531, -0.67652], [-0.67806, -0.20632, 1.52592]], "lowdin_spin": [-0.030, 0.100, 0.311, 0.572, 0.000, 0.033, 0.014]}



# 2
{"formula": "C16H25LaN5O5", "method": "ωB97M-V/def2-TZVPD", "total_charge": 1, "total_energy_ha": -1305.96647, "elements": ["O", "H", "La", "N", "N", "O", "O", "C", "C", "C", "C", "H", "H", "H", "H", "H", "H", "H", "H", "O", "H", "H", "C", "H", "H", "H", "O", "H", "H", "C", "C", "C", "C", "C", "C", "N", "N", "C", "C", "C", "C", "C", "N", "H", "H", "H", "H", "H", "H", "H", "H", "H"], "positions_angstrom": [[3.16282, 1.68911, -3.02566], [4.12549, 1.63726, -2.99737], [0.43384, 0.16654, -0.34158], [-1.50939, -0.40026, -1.54368], [0.74225, -0.34695, -2.61582], [-2.84850, -0.22019, -0.96966], [2.08555, -0.61887, -2.99176], [-1.51419, -0.82705, -2.83501], [-0.23040, -0.83751, -3.43224], [-2.75420, -1.28488, -3.49064], [0.05624, -1.42045, -4.76554], [-3.63648, -0.84778, -3.00985], [-2.84594, -2.38212, -3.43282], [-2.75927, -1.01012, -4.55419], [1.12365, -1.65670, -4.83110], [-0.19452, -0.71560, -5.57335], [-0.52718, -2.33969, -4.92593], [-2.84130, -0.55029, -0.05463], [2.51993, 0.30285, -3.10891], [0.48422, -2.46337, -0.29413], [-0.34454, -2.94358, -0.50140], [1.21539, -2.99527, -0.66659], [2.67504, 2.61924, -2.05543], [3.02087, 2.38647, -1.03324], [1.57740, 2.58925, -2.09660], [3.00695, 3.62830, -2.33389], [-1.25567, 2.14891, -0.43940], [-2.11122, 1.98037, -0.87849], [-1.33743, 2.96142, 0.08342], [-2.21921, -3.42370, 4.06416], [-2.65965, -2.08953, 4.10102], [-1.97168, -1.11326, 3.38650], [-0.82016, -1.47716, 2.66036], [-0.43250, -2.82806, 2.54596], [-1.10850, -3.78855, 3.29078], [0.02401, -0.45972, 2.13383], [0.46975, 0.32388, 3.10498], [1.07580, 1.50581, 2.73361], [1.72539, 2.24143, 3.75518], [2.25757, 3.47776, 3.43002], [2.09142, 3.96496, 2.11795], [1.48840, 3.16852, 1.15538], [1.05520, 1.90483, 1.42329], [-2.72307, -4.18549, 4.66126], [-3.53007, -1.81127, 4.69892], [-2.27065, -0.06368, 3.39771], [0.43472, -3.05516, 1.92705], [-0.76653, -4.82457, 3.27140], [1.77468, 1.74870, 4.72891], [2.77820, 4.07438, 4.17784], [2.44947, 4.95360, 1.82861], [1.35804, 3.50722, 0.12076]], "mulliken_charge": [-0.553, 0.320, 1.374, 0.039, 0.033, -0.562, -0.583, 0.293, 0.317, -1.383, -1.338, 0.404, 0.289, 0.367, 0.366, 0.304, 0.390, 0.351, 0.577, -0.432, 0.300, 0.258, -0.632, 0.391, 0.168, 0.354, -0.505, 0.273, 0.267, -0.396, -0.584, -0.283, 0.216, -0.158, -0.740, 0.371, -0.800, 0.151, -0.460, -0.307, -0.892, -0.364, 0.019, 0.373, 0.379, 0.383, 0.397, 0.374, 0.470, 0.395, 0.395, 0.613]}



# 3
{"formula": "C4H12NO2", "method": "ωB97M-V/def2-TZVPD", "total_charge": -1, "total_energy_ha": -364.83411, "elements": ["C", "C", "C", "C", "O", "N", "H", "H", "H", "H", "H", "H", "H", "H", "H", "H", "H", "H", "O"], "positions_angstrom": [[-1.85655, 0.98711, -0.22116], [-0.67428, 0.12390, -0.61378], [0.65345, 0.80846, -0.30127], [1.05217, 0.69292, 1.20090], [0.12816, 1.08698, 2.06507], [-0.82277, -0.27968, -2.04070], [-1.71886, 1.28424, 0.81814], [-2.80098, 0.45644, -0.35700], [-1.89331, 1.88717, -0.84714], [-0.74401, -0.80089, -0.02611], [0.56683, 1.87517, -0.54386], [1.45147, 0.36750, -0.91349], [2.04705, 1.21829, 1.27025], [1.35704, -0.40349, 1.32883], [0.05961, -0.70135, -2.32443], [-0.87981, 0.57909, -2.59139], [1.36183, -2.08095, 0.67639], [0.59157, -2.64693, -0.48028], [1.26462, -2.89971, 0.16004]], "mulliken_charge": [-1.518, 0.707, -0.812, 0.118, -0.863, -0.769, 0.351, 0.363, 0.342, 0.091, 0.271, 0.313, 0.268, -0.246, 0.286, 0.269, 0.218, 0.330, -0.719]}



# 4
{"formula": "C3H5O3PS", "method": "ωB97M-V/def2-TZVPD", "total_charge": -2, "total_energy_ha": -1082.63176, "smiles": "C=C[C@H]([S-])[P@](=O)([O-])O", "elements": ["C", "C", "C", "O", "O", "O", "P", "S", "H", "H", "H", "H", "H"], "positions_angstrom": [[-2.26361, 0.59940, -0.22836], [-1.07874, 0.23500, 0.20908], [0.05550, -0.39469, -0.47984], [2.15289, -0.60396, 1.18708], [1.44862, 1.78005, 0.50349], [2.67279, 0.21369, -1.15679], [1.70882, 0.38724, -0.01006], [-0.06796, -2.22024, 0.05305], [-2.84937, 1.08109, 0.54885], [-2.62915, 0.57173, -1.21521], [-0.90584, 0.42948, 1.17398], [-0.00909, -0.49334, -1.61818], [1.76514, -1.58544, 1.03290]], "mulliken_charge": [-0.947, -0.229, -0.117, -0.499, -0.781, -0.802, 0.881, -0.817, 0.216, 0.348, 0.256, 0.223, 0.269]}



# 5
{"formula": "H13O6S", "method": "ωB97M-V/def2-TZVPD", "total_charge": -1, "total_energy_ha": -857.48298, "elements": ["S", "H", "H", "H", "O", "H", "H", "O", "H", "H", "O", "H", "H", "O", "H", "H", "O", "H", "H", "O"], "positions_angstrom": [[-1.58021, -0.00707, -2.51182], [-2.09781, 1.22875, -2.25568], [1.10893, -0.26699, 0.20313], [2.53647, 0.22181, -0.31860], [1.86183, 0.42489, 0.34537], [-0.62927, -1.40119, 0.37271], [-0.48834, -0.65699, -1.00894], [0.03251, -1.18921, -0.28214], [1.11424, 1.84105, 0.83749], [2.10447, 2.73835, 1.67631], [1.20916, 2.67703, 1.37332], [-2.03046, -0.23518, 3.15242], [-0.96738, -0.25917, 2.10785], [-1.42927, -0.83502, 2.71607], [1.55690, -3.37438, -3.57997], [0.31294, -3.21252, -4.20228], [1.13247, -3.69375, -4.40512], [-1.64678, 1.85414, 1.26179], [-0.67566, 2.37386, 2.31987], [-1.42474, 1.77159, 2.19821]], "mulliken_charge": [-0.794, -0.024, 0.455, 0.255, -0.751, 0.294, 0.212, -0.665, 0.478, 0.251, -0.697, 0.296, 0.399, -0.664, 0.322, 0.340, -0.664, 0.311, 0.317, -0.671]}



# 6
{"formula": "C5H7N3O", "method": "ωB97M-V/def2-TZVPD", "total_energy_ha": -434.02924, "elements": ["C", "C", "C", "N", "N", "N", "C", "C", "O", "H", "H", "H", "H", "H", "H", "H"], "positions_angstrom": [[0.80471, -0.12605, -0.77651], [-0.66486, -0.45103, -0.46787], [-0.96883, 0.04686, 0.75673], [0.86158, 0.93364, -1.76928], [-1.39843, -1.16035, -1.32295], [-1.38903, -0.47311, 1.88379], [1.01431, 0.67614, 0.83238], [1.73934, 1.23220, 1.63321], [1.54427, -1.12744, -0.93821], [0.47830, 1.81219, -1.43567], [1.83548, 1.06900, -2.01990], [-2.37672, -1.37359, -1.21703], [-0.96531, -1.41409, -2.20031], [-1.66760, 0.14210, 2.63670], [-1.25822, -1.46310, 2.07616], [2.41102, 1.67665, 2.32876]], "mulliken_charge": [1.232, -0.077, -0.001, -0.625, -0.385, -0.298, -0.715, -0.328, -0.704, 0.263, 0.264, 0.228, 0.239, 0.258, 0.237, 0.412]}



Repeat the fourth record exactly.
{"formula": "C3H5O3PS", "method": "ωB97M-V/def2-TZVPD", "total_charge": -2, "total_energy_ha": -1082.63176, "smiles": "C=C[C@H]([S-])[P@](=O)([O-])O", "elements": ["C", "C", "C", "O", "O", "O", "P", "S", "H", "H", "H", "H", "H"], "positions_angstrom": [[-2.26361, 0.59940, -0.22836], [-1.07874, 0.23500, 0.20908], [0.05550, -0.39469, -0.47984], [2.15289, -0.60396, 1.18708], [1.44862, 1.78005, 0.50349], [2.67279, 0.21369, -1.15679], [1.70882, 0.38724, -0.01006], [-0.06796, -2.22024, 0.05305], [-2.84937, 1.08109, 0.54885], [-2.62915, 0.57173, -1.21521], [-0.90584, 0.42948, 1.17398], [-0.00909, -0.49334, -1.61818], [1.76514, -1.58544, 1.03290]], "mulliken_charge": [-0.947, -0.229, -0.117, -0.499, -0.781, -0.802, 0.881, -0.817, 0.216, 0.348, 0.256, 0.223, 0.269]}